The following is a quantum chemistry calculation of a molecular structure, C15H36GaI2N4O4S, from OMol25.

The geometry in XYZ format:
```
63
C15H36GaI2N4O4S ωB97M-V/def2-TZVPD
C -1.760 2.882 3.686
C -1.722 3.769 2.457
I 0.181 4.780 2.394
C -2.147 3.007 1.179
I -1.469 3.938 -0.636
Ga -1.815 0.987 1.083
C -2.999 -0.058 2.347
C -4.457 0.226 1.978
C -5.446 -0.400 2.956
C -6.940 -0.298 2.573
N -7.211 0.069 1.166
C -7.970 1.212 0.926
N -8.992 1.310 0.171
N -7.509 2.337 1.626
S 0.440 0.400 1.368
C 0.970 -0.313 -0.182
O 0.591 -0.658 2.371
O 1.316 1.559 1.571
H -1.591 3.493 4.573
H -2.747 2.431 3.784
H -0.982 2.123 3.663
H -2.414 4.596 2.610
H -3.230 3.120 1.132
H -2.193 0.517 -0.405
H -2.807 0.165 3.396
H -2.792 -1.121 2.209
H -4.636 -0.117 0.962
H -4.618 1.311 1.995
H -5.192 -1.450 3.108
H -5.297 0.083 3.922
H -7.437 0.415 3.227
H -7.424 -1.257 2.751
H -7.585 -0.710 0.652
H -9.248 0.407 -0.212
H -7.741 3.159 1.086
H -6.500 2.293 1.702
H 2.019 -0.582 -0.096
H 0.345 -1.171 -0.403
H 0.876 0.461 -0.940
C 7.969 -0.493 -1.426
O 7.567 -0.548 -2.781
C 7.867 -1.774 -3.433
C 6.597 -2.495 -3.824
N 5.893 -2.980 -2.646
C 4.568 -3.531 -2.914
C 3.494 -2.578 -3.424
O 3.111 -1.598 -2.485
C 3.867 -0.399 -2.507
H 7.750 0.509 -1.065
H 7.425 -1.215 -0.808
H 9.043 -0.678 -1.324
H 8.487 -2.411 -2.795
H 8.437 -1.539 -4.338
H 6.855 -3.351 -4.456
H 5.993 -1.801 -4.426
H 5.799 -2.219 -1.985
H 4.204 -3.969 -1.982
H 4.676 -4.352 -3.631
H 2.598 -3.175 -3.620
H 3.773 -2.107 -4.375
H 4.236 -0.172 -3.511
H 4.712 -0.449 -1.815
H 3.217 0.411 -2.179
```

Values from the calculation:
Electronic energy in Ha: -4031.4702
Multiplicity: 1
Molecular weight in Da: 692.1
Max |F| in eV/A: 0.89
Net charge: -1

Just the Löwdin charges please, in e? Sure, here they are: -0.208, -0.900, 0.749, -0.859, 0.657, 0.291, -0.288, -0.328, -0.199, -0.190, 0.021, -0.582, 0.093, 0.114, 0.463, -0.229, -0.451, -0.492, 0.062, 0.069, 0.067, 0.050, 0.000, -0.027, 0.041, 0.052, 0.094, 0.076, 0.102, 0.105, 0.103, 0.105, 0.114, 0.021, 0.086, 0.070, 0.049, 0.053, 0.051, -0.116, -0.197, -0.225, -0.223, -0.051, -0.202, -0.231, -0.184, -0.093, 0.089, 0.084, 0.085, 0.120, 0.119, 0.121, 0.108, 0.076, 0.119, 0.115, 0.121, 0.109, 0.088, 0.077, 0.083